The following is a DFT calculation (wB97M-V/def2-TZVPD) of C9H5NO3 in the gas phase.

Atoms and positions in Å:
C -2.5669 0.4900 0.1681
C -2.6334 -0.9157 0.0318
C -1.3881 1.1854 0.0263
C -1.4635 -1.6306 0.0225
C -0.1760 0.5524 -0.1929
C -0.2009 -0.8777 -0.0395
C 1.0832 1.1861 -0.3611
C 0.9208 -1.6605 0.0443
C 2.1793 0.4670 -0.0785
N 3.4895 0.7937 0.0648
O 4.0429 0.7096 -1.0367
O 1.7438 -2.4337 0.2576
O 4.0342 0.9502 1.1254
H -3.5444 0.9048 0.3134
H -3.6441 -1.4933 0.0656
H -1.2468 2.2076 0.0659
H -1.5864 -2.7344 0.0989
H 0.9566 2.2993 -0.5759

Net charge: 0
Kohn-Sham gap (alpha / beta) (eV): 6.945 / 6.946
HOMO energy (alpha / beta) (eV): -8.6 / -8.6

Here are the Löwdin charges for atoms 1 to 6, given in e: number 1, C, carries -0.03; number 2, C, carries -0.09; number 3, C, carries -0.01; number 4, C, carries 0.00; number 5, C, carries -0.17; number 6, C, carries -0.12